[1]
The following is a quantum chemistry calculation of a structure of composition C44H43FN3O6S2TeTl at a distorted geometry, from the Open Molecules 2025 dataset.

```
! RIJCOSX wB97M-V def2-TZVPD def2/J DEFGRID3
* xyz 0 1
Tl 0.23 1.79 -1.15
F -0.84 -1.58 4.28
C -1.69 -0.83 3.56
C -1.69 -0.88 2.20
C -2.52 -0.02 1.50
C -2.31 0.18 0.02
O -1.35 -0.37 -0.54
C -3.15 1.16 -0.59
C -4.06 1.84 0.14
N -4.29 1.65 1.46
C -5.03 2.66 2.20
C -6.30 2.21 2.80
C -6.30 3.21 1.70
C -3.49 0.76 2.20
C -3.46 0.81 3.59
C -2.56 0.00 4.30
N -2.31 0.23 5.67
C -1.15 1.07 5.93
C -1.41 1.96 7.12
N -1.82 1.12 8.28
C -2.95 0.21 7.98
C -2.66 -0.64 6.75
C -2.91 1.70 -2.06
O -3.88 1.83 -2.78
O -1.76 2.18 -2.29
H -0.92 -1.45 1.73
H -4.55 2.65 -0.35
H -4.32 3.30 2.73
H -6.47 2.60 3.81
H -6.57 1.15 2.58
H -6.33 4.22 1.95
H -6.69 2.92 0.72
H -4.13 1.42 4.18
H -1.05 1.77 5.09
H -0.14 0.51 6.02
H -2.27 2.53 6.85
H -0.55 2.60 7.41
H -2.10 1.67 9.04
H -1.06 0.54 8.64
H -3.89 0.79 7.92
H -2.98 -0.52 8.81
H -3.62 -1.11 6.48
H -1.99 -1.50 6.89
O -1.27 2.73 3.09
C -0.39 2.18 2.41
O -0.50 1.89 1.18
C 0.98 1.92 3.02
C 1.59 2.78 3.95
C 2.94 2.62 4.24
C 3.72 1.66 3.64
C 3.12 0.73 2.80
C 1.74 0.87 2.52
H 0.94 3.52 4.48
H 3.36 3.28 4.99
H 4.76 1.64 3.87
H 3.72 0.01 2.28
H 1.23 0.23 1.81
C 2.74 -4.31 -5.07
C 2.38 -3.77 -3.73
C 1.11 -3.92 -3.21
C 0.65 -3.30 -2.03
C -0.73 -3.49 -1.51
C 1.54 -2.40 -1.43
C 1.23 -1.77 -0.15
O 0.88 -2.33 0.87
C 2.86 -2.24 -1.92
C 3.77 -1.16 -1.34
C 3.26 -2.91 -3.04
H 2.37 -3.73 -5.88
H 2.35 -5.36 -5.08
H 3.83 -4.33 -5.19
H 0.42 -4.54 -3.78
H -1.38 -3.70 -2.35
H -1.15 -2.58 -1.03
H -0.75 -4.30 -0.83
H 1.37 -0.67 -0.10
H 3.66 -0.19 -1.81
H 4.88 -1.42 -1.51
H 3.76 -1.06 -0.24
H 4.20 -2.61 -3.47
Te 0.73 -0.62 -5.52
C 0.40 0.58 -7.14
C -0.53 1.56 -7.16
C -0.46 2.26 -8.36
C 0.53 1.87 -9.19
S 1.40 0.55 -8.55
H -1.31 1.64 -6.43
H -1.13 3.07 -8.55
H 0.73 2.23 -10.20
S 2.83 0.41 -5.14
C 3.96 -0.82 -5.64
C 5.16 -0.80 -4.96
C 6.22 -1.62 -5.35
C 6.02 -2.55 -6.38
C 4.82 -2.59 -7.07
C 3.81 -1.70 -6.75
H 5.40 -0.12 -4.14
H 7.14 -1.58 -4.84
H 6.85 -3.15 -6.62
H 4.66 -3.31 -7.85
H 2.90 -1.59 -7.37
*
```

Results
**Frontier orbital gap**: 5.89 eV
**Calculated total energy**: -99453.0943 eV
**HOMO**: -7.1540 eV

[2]
The following is a quantum chemistry calculation of a cluster of 14 separate species, C6H34O13 in total at a distorted geometry, from the Open Molecules 2025 dataset.

```
! RIJCOSX wB97M-V def2-TZVPD def2/J DEFGRID3
* xyz 0 1
C 0.38 0.84 1.97
C 0.91 -0.37 2.12
C -1.05 1.13 0.02
C -0.93 0.98 1.33
C -2.40 0.12 -1.54
C -2.40 1.07 -0.61
H 0.86 1.76 2.21
H 1.94 -0.36 2.48
H 0.40 -1.30 1.96
H -0.23 1.44 -0.62
H -1.76 0.69 1.97
H -1.53 -0.35 -1.97
H -3.37 -0.22 -1.89
H -3.15 1.81 -0.37
H -1.13 -3.18 -2.15
H -0.17 -1.97 -2.48
O -0.59 -2.50 -1.74
H 1.80 -2.24 0.10
H 0.33 -2.49 -0.08
O 1.12 -2.89 0.35
H 0.92 1.70 -3.58
H -0.11 1.46 -4.67
O 0.12 2.11 -3.97
H 1.30 -2.63 -3.79
H 1.40 -1.23 -3.51
O 0.73 -1.84 -3.86
H 2.96 0.74 -3.21
H 2.20 0.59 -1.88
O 2.09 0.58 -2.86
H -3.66 0.00 3.11
H -3.71 1.49 2.58
O -4.16 0.63 2.56
H 2.80 2.08 -0.12
H 1.72 1.10 0.08
O 2.65 1.12 -0.22
H 0.62 4.06 0.79
H 2.03 3.56 1.45
O 1.23 3.33 0.96
H 4.12 -1.04 1.20
H 3.80 -0.30 -0.10
O 3.93 -1.19 0.27
H 1.91 -3.21 -1.84
H 3.23 -2.54 -1.81
O 2.61 -2.91 -2.43
H -2.71 -1.99 3.65
H -1.46 -1.37 3.28
O -2.12 -1.27 3.95
H -2.39 -1.30 0.53
H -3.56 -0.66 1.41
O -3.05 -1.47 1.24
H -1.53 2.14 3.70
H -1.12 3.31 2.73
O -1.81 2.96 3.30
*
```

Results
**Frontier orbital gap**: 8.58 eV
**Calculated total energy**: -33389.0873 eV
**HOMO**: -9.0864 eV

[3]
The following is a quantum chemistry calculation of a structure of composition C39H35AlClN4O2S3 at a distorted geometry, from the Open Molecules 2025 dataset.

```
! RIJCOSX wB97M-V def2-TZVPD def2/J DEFGRID3
* xyz 1 1
Al 0.45 0.17 0.09
N -0.79 -0.26 1.40
S -1.48 0.02 2.65
N -2.08 1.54 2.92
S -1.34 2.88 3.11
N -0.10 3.29 2.27
S 0.06 3.27 0.62
N 0.14 1.98 -0.05
C -1.28 4.21 -0.10
C -2.17 3.48 -0.87
C -3.23 4.13 -1.48
C -3.38 5.50 -1.31
C -2.48 6.22 -0.54
C -1.42 5.58 0.07
C 1.53 4.26 0.45
C 1.66 4.98 -0.73
C 2.87 5.60 -0.99
C 3.93 5.47 -0.10
C 3.77 4.75 1.08
C 2.56 4.14 1.36
C -2.65 4.09 3.09
C -3.92 3.76 2.67
C -4.91 4.73 2.72
C -4.62 6.00 3.18
C -3.34 6.32 3.60
C -2.34 5.37 3.56
C -0.75 3.05 4.78
C -1.70 3.07 5.79
C -1.29 3.13 7.10
C 0.07 3.18 7.40
C 1.01 3.18 6.38
C 0.61 3.11 5.06
C -3.01 -0.88 2.77
C -3.32 -1.69 3.85
C -4.49 -2.44 3.82
C -5.32 -2.38 2.71
C -4.99 -1.57 1.63
C -3.83 -0.82 1.65
C -0.53 -0.36 4.13
C 0.70 -0.97 3.97
C 1.46 -1.25 5.09
C 0.97 -0.93 6.36
C -0.28 -0.34 6.50
C -1.04 -0.05 5.38
H -2.00 2.41 -0.99
H -3.92 3.57 -2.10
H -4.21 6.01 -1.80
H -2.60 7.29 -0.43
H -0.70 6.13 0.66
H 0.85 5.04 -1.43
H 3.00 6.16 -1.91
H 4.89 5.92 -0.33
H 4.60 4.65 1.77
H 2.43 3.54 2.25
H -4.12 2.75 2.34
H -5.92 4.48 2.39
H -5.40 6.76 3.21
H -3.11 7.31 3.97
H -1.33 5.59 3.88
H -2.76 3.02 5.54
H -2.02 3.15 7.90
H 0.40 3.22 8.43
H 2.07 3.23 6.61
H 1.31 3.12 4.24
H -2.66 -1.76 4.70
H -4.75 -3.07 4.66
H -6.22 -2.98 2.67
H -5.64 -1.53 0.76
H -3.53 -0.21 0.81
H 1.05 -1.22 2.97
H 2.42 -1.72 4.99
H 1.56 -1.17 7.23
H -0.67 -0.12 7.49
H -2.01 0.41 5.47
Cl 3.27 1.02 -0.25
C 2.31 -0.07 0.85
H 2.52 0.31 1.85
H 2.79 -1.04 0.76
C 0.79 1.03 -3.16
O 0.22 -0.26 -3.46
C -0.17 -1.10 -2.53
O 0.01 -0.65 -1.32
H 1.04 1.48 -4.12
H 1.69 0.93 -2.55
H 0.08 1.65 -2.62
*
```

Results
**Frontier orbital gap**: 6.55 eV
**Calculated total energy**: -102681.2204 eV
**HOMO**: -9.2877 eV

[4]
The following is a quantum chemistry calculation of a cluster of 14 separate species, C15H37F5O17 in total at a distorted geometry, from the Open Molecules 2025 dataset.

```
! RIJCOSX wB97M-V def2-TZVPD def2/J DEFGRID3
* xyz 0 1
C 5.70 -0.55 0.61
C 4.59 0.62 0.64
O 3.55 0.14 1.51
C 4.11 0.79 -0.85
O 3.40 2.00 -1.13
C 2.20 2.10 -0.46
C 2.08 3.17 0.56
C 0.83 3.34 1.32
C -0.34 2.45 1.14
C -0.22 1.39 0.16
C 1.04 1.23 -0.63
C 1.07 0.05 -1.65
O 1.61 0.12 -2.73
C 0.30 -1.23 -1.17
C -0.83 -1.10 -0.43
C -1.64 -2.31 0.13
F -3.00 -2.15 0.08
F -1.33 -2.37 1.51
C -1.22 -3.72 -0.46
F -1.35 -3.67 -1.81
F -2.14 -4.64 0.01
F 0.01 -4.14 -0.05
C -1.36 0.35 -0.10
O -2.52 0.64 -0.10
H 5.86 -0.89 -0.45
H 6.68 -0.22 1.03
H 5.27 -1.45 1.14
H 5.11 1.53 1.02
H 3.94 -0.28 2.31
H 5.06 0.82 -1.48
H 3.58 -0.16 -1.14
H 2.90 3.88 0.81
H 0.71 4.12 2.11
H -1.28 2.56 1.73
H 0.72 -2.24 -1.40
O -5.33 -3.47 1.21
H -5.34 -3.40 2.17
H -4.40 -3.34 0.97
O -5.20 -5.17 3.48
H -4.37 -5.36 3.93
H -5.29 -5.86 2.82
O -7.17 -2.71 3.65
H -8.07 -2.73 4.00
H -6.86 -3.62 3.75
O 4.60 -0.41 4.62
H 4.06 -0.96 5.20
H 5.22 0.02 5.22
O -0.82 0.24 -4.50
H -1.46 0.48 -3.82
H 0.01 0.14 -4.03
O 5.92 0.88 -3.72
H 5.64 1.64 -4.25
H 6.20 0.24 -4.38
O -8.86 -4.60 1.99
H -9.47 -4.12 1.41
H -8.18 -3.95 2.20
O -8.85 -0.64 5.03
H -8.85 -0.57 5.99
H -7.92 -0.51 4.79
O 0.79 5.91 0.13
H 0.15 5.51 -0.47
H 0.61 6.86 0.07
O 5.06 3.44 -5.30
H 4.42 3.05 -5.90
H 4.88 4.38 -5.35
O 4.09 1.54 -7.71
H 3.60 0.89 -7.18
H 4.95 1.13 -7.85
O -7.08 -0.08 7.30
H -7.09 -0.01 8.26
H -6.15 0.05 7.06
O 4.48 4.94 -7.12
H 4.20 5.70 -7.65
H 4.77 4.30 -7.78
*
```

Results
**Frontier orbital gap**: 7.95 eV
**Calculated total energy**: -64547.4880 eV
**HOMO**: -9.0740 eV